The following is a DFT calculation (ωB97M-V/def2-TZVPD) of a 20-piece molecular cluster, C80H160O44 overall in a non-equilibrium geometry.

For the HOMO-LUMO gap, the calculation gives 9.74 eV. Its strongest force on any atom is 5.157 eV Å⁻¹. As for the charge: 0. As for the HOMO energy: -0.3443 Ha. The value obtained for the total energy is -6454.5017 Ha.

Each line ends with the Löwdin charge.
CARTESIAN COORDINATES (ANGSTROEM)
C (-19.24400, -2.06832, -12.20420)  -0.01
C (-20.54504, -3.08434, -12.07620)  -0.17
O (-20.76902, -3.81291, -13.26981)  -0.03
C (-20.37070, -5.17789, -13.27181)  -0.49
O (-19.81032, -5.75764, -12.30845)  0.07
O (-20.34793, -5.64881, -14.48041)  -0.02
C (-19.88055, -6.97894, -14.80889)  0.00
H (-18.31085, -2.55658, -12.48513)  0.06
H (-18.92352, -1.53513, -11.30917)  0.06
H (-19.33397, -1.29307, -12.96511)  0.04
H (-21.48006, -2.53085, -11.98966)  0.08
H (-20.51693, -3.69078, -11.17092)  0.12
H (-19.07552, -7.24520, -14.12395)  0.09
H (-19.38800, -7.12223, -15.77063)  0.08
H (-20.66665, -7.66935, -14.50313)  0.10
C (-23.76726, -9.38906, -5.39752)  -0.05
C (-22.83373, -8.48171, -6.23789)  -0.17
O (-22.94035, -8.79659, -7.65126)  0.02
C (-22.25842, -8.18154, -8.58121)  -0.59
O (-21.30417, -7.46976, -8.28069)  0.10
O (-22.64577, -8.52478, -9.84222)  -0.03
C (-22.18118, -7.79107, -11.04150)  0.00
H (-23.51544, -9.31145, -4.33985)  0.08
H (-23.84933, -10.38679, -5.82866)  0.08
H (-24.77673, -8.97896, -5.42734)  0.06
H (-21.79242, -8.71091, -6.01154)  0.12
H (-23.00319, -7.42811, -6.01582)  0.12
H (-21.26824, -8.27283, -11.39157)  0.09
H (-22.01758, -6.74239, -10.79331)  0.08
H (-22.94735, -7.83108, -11.81577)  0.08
C (-19.64897, -3.43520, -18.72331)  -0.02
C (-20.49587, -4.67499, -18.32927)  -0.22
O (-20.11754, -5.64786, -19.23827)  0.03
C (-20.22312, -6.91793, -18.83194)  -0.58
O (-20.77659, -7.35427, -17.84667)  0.10
O (-19.51726, -7.63265, -19.68767)  0.01
C (-19.51430, -9.06146, -19.64762)  -0.02
H (-19.72841, -3.07640, -19.74949)  0.07
H (-18.64234, -3.82532, -18.57291)  0.05
H (-19.65927, -2.59322, -18.03116)  0.07
H (-21.54439, -4.40756, -18.46036)  0.11
H (-20.29747, -4.98502, -17.30331)  0.12
H (-18.61849, -9.43875, -20.14086)  0.09
H (-20.28699, -9.37193, -20.35094)  0.09
H (-19.62922, -9.51378, -18.66258)  0.10
C (-24.96222, 1.96161, -13.21865)  -0.06
C (-23.83825, 3.00066, -13.19599)  -0.21
O (-24.03733, 3.90533, -12.11543)  0.01
C (-24.98920, 4.91435, -11.94262)  -0.55
O (-24.87886, 5.66089, -10.98289)  0.12
O (-25.88422, 4.93981, -12.87877)  0.01
C (-26.99880, 5.74490, -12.73107)  -0.05
H (-25.94611, 2.39602, -13.39564)  0.05
H (-25.11283, 1.53355, -12.22761)  0.08
H (-24.75927, 1.20525, -13.97682)  0.07
H (-23.71907, 3.54296, -14.13398)  0.13
H (-22.84363, 2.55491, -13.18446)  0.08
H (-27.89253, 5.12655, -12.64751)  0.10
H (-27.09269, 6.05488, -13.77184)  0.10
H (-26.98321, 6.65529, -12.13187)  0.11
C (-26.40074, -12.08576, -13.02979)  -0.05
C (-25.52043, -10.79432, -13.27196)  -0.17
O (-25.16166, -10.86086, -14.68001)  0.00
C (-24.22716, -9.97864, -15.13090)  -0.58
O (-23.83753, -8.98939, -14.55230)  0.11
O (-23.84362, -10.30708, -16.35599)  0.00
C (-23.05930, -9.37954, -17.13473)  -0.02
H (-26.45146, -12.38996, -11.98433)  0.07
H (-26.15562, -13.02899, -13.51799)  0.08
H (-27.42178, -11.87925, -13.35061)  0.05
H (-24.59723, -10.91554, -12.70529)  0.12
H (-26.05498, -9.89176, -12.97571)  0.09
H (-23.67758, -8.53111, -17.42802)  0.09
H (-22.79156, -9.80018, -18.10399)  0.09
H (-22.17544, -9.00860, -16.61580)  0.08
C (-16.81298, -4.16659, -16.12433)  -0.04
C (-16.73861, -5.29372, -17.10720)  -0.21
O (-15.71475, -6.25540, -16.71295)  0.02
C (-14.42155, -6.03697, -16.98835)  -0.50
O (-13.92967, -5.12992, -17.69921)  0.08
O (-13.70187, -7.12299, -16.48569)  -0.03
C (-12.39116, -7.38706, -17.05018)  -0.05
H (-17.05861, -4.67621, -15.19264)  0.09
H (-17.44838, -3.31777, -16.37706)  0.08
H (-15.80135, -3.76091, -16.11305)  0.08
H (-16.61507, -5.04641, -18.16156)  0.12
H (-17.67690, -5.84696, -17.06688)  0.10
H (-12.34791, -7.27423, -18.13346)  0.09
H (-12.14462, -8.40599, -16.75166)  0.09
H (-11.56906, -6.75285, -16.71848)  0.09
C (-20.08017, 1.82736, -12.22750)  -0.03
C (-20.02171, 2.23337, -13.70016)  -0.20
O (-19.91947, 1.10611, -14.54816)  0.03
C (-20.91895, 0.41515, -15.00012)  -0.56
O (-22.09007, 0.79098, -15.02089)  0.10
O (-20.38836, -0.78866, -15.34378)  -0.01
C (-21.25163, -1.87225, -15.62534)  -0.06
H (-20.02659, 2.61982, -11.48101)  0.09
H (-19.20897, 1.17636, -12.15477)  0.07
H (-21.00963, 1.27364, -12.09485)  0.08
H (-19.14948, 2.76599, -14.07916)  0.13
H (-20.90388, 2.80828, -13.98187)  0.10
H (-22.04376, -2.02226, -14.89176)  0.08
H (-20.62236, -2.75746, -15.71760)  0.09
H (-21.83045, -1.71525, -16.53552)  0.08
C (-23.57392, -6.24455, -20.84937)  -0.05
C (-24.76937, -6.14929, -21.80942)  -0.20
O (-24.76539, -7.25581, -22.69444)  -0.01
C (-24.64625, -7.08744, -24.05688)  -0.52
O (-24.29388, -5.98954, -24.58117)  0.05
O (-24.62257, -8.26625, -24.61443)  0.00
C (-24.46363, -8.43760, -26.10332)  0.04
H (-22.70334, -6.70557, -21.31591)  0.09
H (-23.73911, -6.89764, -19.99246)  0.06
H (-23.37655, -5.25486, -20.43746)  0.06
H (-24.77224, -5.18899, -22.32510)  0.11
H (-25.71067, -6.26048, -21.27119)  0.10
H (-25.15811, -9.20733, -26.43993)  0.09
H (-23.43272, -8.77943, -26.19531)  0.10
H (-24.67343, -7.53240, -26.67315)  0.09
C (-30.64783, -6.81645, -16.82632)  -0.03
C (-29.26886, -6.84208, -17.55023)  -0.15
O (-28.99604, -5.46156, -17.96060)  -0.02
C (-27.93267, -5.13120, -18.73937)  -0.56
O (-27.09812, -5.91844, -19.17365)  0.10
O (-28.08426, -3.80770, -18.95823)  -0.03
C (-27.49347, -3.18127, -20.15416)  0.00
H (-31.08860, -7.81009, -16.74576)  0.07
H (-31.42491, -6.25091, -17.34054)  0.08
H (-30.59935, -6.28903, -15.87365)  0.05
H (-29.29909, -7.40205, -18.48491)  0.11
H (-28.38249, -7.24865, -17.06326)  0.10
H (-27.36569, -2.10160, -20.07618)  0.08
H (-28.04473, -3.36119, -21.07711)  0.10
H (-26.48770, -3.59392, -20.23315)  0.07
C (-24.25873, -2.69508, -26.59414)  -0.06
C (-23.29855, -1.45338, -26.37570)  -0.15
O (-22.18410, -1.89991, -25.52684)  0.02
C (-22.42938, -1.97115, -24.20301)  -0.56
O (-23.47781, -1.71386, -23.62726)  0.10
O (-21.44200, -2.72517, -23.69027)  -0.01
C (-21.61343, -3.28554, -22.37158)  -0.01
H (-25.13008, -2.35183, -27.15184)  0.07
H (-24.56435, -3.21725, -25.68748)  0.07
H (-23.87275, -3.40773, -27.32300)  0.07
H (-23.98813, -0.73324, -25.93528)  0.11
H (-22.85124, -1.07014, -27.29284)  0.12
H (-20.83192, -4.02413, -22.19317)  0.10
H (-22.61840, -3.68222, -22.22741)  0.08
H (-21.43724, -2.43359, -21.71490)  0.08
C (-29.45469, 0.20666, -10.63979)  -0.05
C (-30.21012, -1.07832, -11.01964)  -0.16
O (-29.80586, -1.38422, -12.38332)  0.05
C (-30.39440, -2.31221, -13.02123)  -0.59
O (-31.45315, -2.87007, -12.63374)  0.08
O (-29.74214, -2.52345, -14.17667)  -0.01
C (-30.24545, -3.42274, -15.10927)  -0.07
H (-29.85009, 0.60937, -9.70727)  0.08
H (-29.80537, 0.95418, -11.35136)  0.07
H (-28.37042, 0.09573, -10.62641)  0.07
H (-31.28629, -0.97738, -10.87907)  0.13
H (-29.91959, -1.89674, -10.36093)  0.12
H (-29.63400, -3.53304, -16.00485)  0.09
H (-31.24822, -3.06600, -15.34435)  0.11
H (-30.35126, -4.44832, -14.75559)  0.06
C (-25.93329, -9.59950, -10.00637)  -0.05
C (-26.71544, -8.27024, -10.05587)  -0.14
O (-26.00347, -7.27906, -9.22677)  -0.02
C (-26.02872, -7.39492, -7.85463)  -0.47
O (-26.62334, -8.29346, -7.20277)  0.08
O (-25.34572, -6.33422, -7.29695)  -0.03
C (-24.73743, -5.32726, -8.07309)  -0.05
H (-25.07950, -9.50059, -10.67670)  0.06
H (-26.64561, -10.37169, -10.29693)  0.08
H (-25.50423, -9.91132, -9.05412)  0.08
H (-27.72610, -8.38065, -9.66286)  0.12
H (-26.80592, -7.91779, -11.08334)  0.10
H (-24.14120, -4.68092, -7.42901)  0.10
H (-25.53572, -4.80135, -8.59679)  0.09
H (-24.01173, -5.70005, -8.79592)  0.09
C (-27.75286, 1.76397, -15.48857)  -0.15
C (-28.39845, 0.61195, -16.27469)  -0.16
C (-29.81262, 0.64146, -15.72547)  -0.20
O (-29.82540, 1.40264, -14.52735)  -0.13
C (-28.49002, 1.64880, -14.13323)  -0.21
H (-28.09568, 2.67082, -15.98678)  0.11
H (-26.66914, 1.86977, -15.43904)  0.09
H (-27.78605, -0.28362, -16.16960)  0.11
H (-28.42462, 0.83858, -17.34055)  0.10
H (-30.23358, -0.33397, -15.48171)  0.10
H (-30.50887, 1.12516, -16.41056)  0.12
H (-28.01445, 0.93872, -13.45667)  0.10
H (-28.59970, 2.60611, -13.62372)  0.11
C (-25.15092, -11.74266, -19.63180)  -0.14
C (-25.41759, -10.33317, -20.26831)  -0.13
C (-24.07743, -9.94871, -21.01383)  -0.15
O (-23.19853, -11.07580, -20.79549)  -0.18
C (-23.94762, -12.23884, -20.45546)  -0.21
H (-25.99369, -12.42776, -19.53985)  0.10
H (-24.80575, -11.61039, -18.60639)  0.09
H (-25.68709, -9.60533, -19.50299)  0.09
H (-26.21055, -10.20165, -21.00453)  0.10
H (-23.57691, -9.10104, -20.54582)  0.09
H (-24.20849, -9.97270, -22.09565)  0.11
H (-23.36412, -12.87664, -19.79152)  0.11
H (-24.13450, -12.83746, -21.34699)  0.11
C (-29.17289, -11.72729, -18.19567)  -0.18
C (-27.95348, -11.70622, -17.35132)  -0.21
C (-28.41084, -11.02739, -16.15163)  -0.19
O (-29.27079, -9.98336, -16.71782)  -0.16
C (-29.63373, -10.30289, -18.09638)  -0.18
H (-30.03099, -12.33502, -17.90856)  0.13
H (-28.84088, -12.07680, -19.17328)  0.12
H (-27.06394, -11.23138, -17.76525)  0.11
H (-27.71676, -12.75705, -17.18458)  0.13
H (-27.54024, -10.47727, -15.79453)  0.11
H (-28.89601, -11.66691, -15.41425)  0.13
H (-29.01636, -9.65626, -18.71993)  0.11
H (-30.68902, -10.10074, -18.27974)  0.12
C (-32.53698, -2.46249, -19.10579)  -0.13
C (-31.06496, -2.31338, -19.40542)  -0.19
C (-30.49610, -1.22916, -18.47568)  -0.15
O (-31.71117, -0.44414, -18.24963)  -0.15
C (-32.85097, -0.97909, -18.83295)  -0.24
H (-32.64166, -3.11569, -18.23948)  0.11
H (-33.02636, -2.75231, -20.03565)  0.11
H (-30.81477, -2.05412, -20.43416)  0.11
H (-30.54483, -3.25700, -19.24068)  0.09
H (-29.70730, -0.63018, -18.93080)  0.11
H (-30.15859, -1.70994, -17.55750)  0.10
H (-33.15907, -0.32747, -19.65060)  0.12
H (-33.71674, -0.86039, -18.18145)  0.11
C (-24.24652, -1.91954, -12.64497)  -0.15
C (-25.71898, -1.83996, -12.81772)  -0.17
C (-26.34962, -2.71237, -11.72355)  -0.19
O (-25.30829, -3.51089, -11.26116)  -0.13
C (-24.04361, -3.18227, -11.76018)  -0.19
H (-23.84925, -0.99367, -12.22902)  0.11
H (-23.84721, -2.03080, -13.65308)  0.10
H (-26.03363, -2.17904, -13.80469)  0.10
H (-26.08253, -0.81426, -12.75550)  0.09
H (-27.17715, -3.30960, -12.10646)  0.11
H (-26.66503, -2.04077, -10.92507)  0.11
H (-23.71525, -4.05492, -12.32477)  0.12
H (-23.29049, -2.96671, -11.00226)  0.10
C (-27.38549, -7.35923, -14.38454)  -0.14
C (-27.91106, -6.01574, -13.90140)  -0.16
C (-28.83711, -6.29211, -12.74530)  -0.18
O (-28.94015, -7.70751, -12.72843)  -0.15
C (-28.49129, -8.32941, -13.93072)  -0.17
H (-26.46330, -7.56472, -13.84098)  0.10
H (-27.00912, -7.39671, -15.40681)  0.09
H (-28.43123, -5.44594, -14.67137)  0.09
H (-27.06173, -5.45324, -13.51367)  0.10
H (-29.80891, -5.82277, -12.89839)  0.12
H (-28.33882, -6.02131, -11.81445)  0.12
H (-29.37549, -8.37607, -14.56642)  0.11
H (-28.16274, -9.35471, -13.76065)  0.10
C (-25.52744, -4.48862, -16.07077)  -0.13
C (-24.70183, -5.72441, -15.82300)  -0.17
C (-23.31157, -5.43962, -16.35243)  -0.15
O (-23.27388, -3.98183, -16.51726)  -0.17
C (-24.58733, -3.56067, -16.91589)  -0.15
H (-25.77105, -3.97364, -15.14149)  0.09
H (-26.50624, -4.73541, -16.48206)  0.09
H (-25.12352, -6.58676, -16.33937)  0.10
H (-24.57478, -5.91383, -14.75713)  0.11
H (-23.19433, -5.88599, -17.33991)  0.10
H (-22.48144, -5.77950, -15.73319)  0.11
H (-24.74070, -3.72920, -17.98181)  0.11
H (-24.73753, -2.48603, -16.81252)  0.11
C (-23.62895, 0.27510, -18.72847)  -0.18
C (-23.03960, -0.85401, -19.53585)  -0.15
C (-24.31032, -1.27517, -20.27277)  -0.20
O (-25.36778, -1.16864, -19.31912)  -0.18
C (-25.06970, 0.00414, -18.49049)  -0.17
H (-23.35360, 1.20932, -19.21786)  0.12
H (-23.18098, 0.36290, -17.73867)  0.10
H (-22.67652, -1.73276, -19.00286)  0.10
H (-22.23489, -0.52872, -20.19518)  0.11
H (-24.47262, -2.31997, -20.53760)  0.11
H (-24.49957, -0.63957, -21.13781)  0.12
H (-25.20219, -0.27008, -17.44390)  0.10
H (-25.67169, 0.87820, -18.73896)  0.12